Entry 1:
The following is a DFT calculation (ωB97M-V with the def2-TZVPD basis set) of 3 unconnected molecules or ions with the total composition C20H48BrN3P in a non-equilibrium geometry.

The total energy is -105312.447 eV.

ORCA input file:
```
! wB97M-V def2-TZVPD RIJCOSX def2/J DEFGRID3
* xyz 1 1
C 0.742 -0.812 -5.831
C 1.046 -2.334 -5.537
P 2.069 -2.351 -3.970
C 3.885 -2.579 -4.449
N 1.737 -3.798 -2.975
C 0.651 -3.902 -2.264
N 0.357 -5.081 -1.486
N -0.270 -2.787 -2.296
Br -0.508 -2.175 -0.519
C -1.595 -3.442 -2.683
C -2.415 -2.498 -3.636
C -2.661 -3.132 -5.060
C -3.844 -2.175 -3.017
H -0.023 -0.396 -5.138
H 0.370 -0.674 -6.871
H 1.650 -0.178 -5.691
H 0.113 -2.927 -5.489
H 1.682 -2.672 -6.393
H 4.074 -2.349 -5.515
H 4.519 -1.995 -3.750
H 4.138 -3.658 -4.275
H 2.417 -4.562 -2.949
H 0.923 -5.832 -1.888
H 0.774 -4.878 -0.569
H -2.140 -3.756 -1.772
H -1.361 -4.367 -3.271
H -1.801 -1.575 -3.768
H -1.868 -2.813 -5.769
H -3.620 -2.763 -5.475
H -2.712 -4.240 -5.001
H -4.570 -2.824 -3.553
H -4.090 -1.115 -3.229
H -3.845 -2.348 -1.922
C -0.461 4.783 1.814
C -0.228 4.718 0.310
C -1.112 3.688 -0.392
C -0.893 2.239 0.049
C 0.535 1.719 -0.118
C 1.004 1.700 -1.568
H -0.220 3.835 2.301
H 0.170 5.554 2.260
H -1.501 5.031 2.037
H 0.829 4.515 0.111
H -0.435 5.702 -0.119
H -0.959 3.770 -1.472
H -2.163 3.946 -0.220
H -1.574 1.597 -0.523
H -1.187 2.127 1.097
H 0.580 0.698 0.276
H 1.230 2.309 0.485
H 0.349 1.074 -2.181
H 2.016 1.293 -1.634
H 1.025 2.702 -1.999
C 1.962 2.501 4.628
C 0.817 1.500 4.721
C -0.350 1.994 5.577
C -0.014 2.255 7.047
C 0.555 1.055 7.805
C -0.412 -0.121 7.887
H 2.407 2.702 5.604
H 2.751 2.113 3.979
H 1.616 3.448 4.205
H 1.193 0.546 5.102
H 0.445 1.300 3.710
H -1.165 1.267 5.512
H -0.740 2.921 5.143
H -0.922 2.596 7.554
H 0.697 3.084 7.118
H 0.803 1.374 8.821
H 1.494 0.726 7.350
H -1.341 0.174 8.381
H 0.031 -0.936 8.462
H -0.659 -0.512 6.898
*
```

Here are the Löwdin charges for atoms 1 to 5, given in e: -0.165, -0.390, 0.987, -0.250, -0.047

---

Entry 2:
The following is a DFT calculation (ωB97M-V with the def2-TZVPD basis set) of 8 unconnected molecules or ions with the total composition C20H48Cl8O4 in a non-equilibrium geometry.

The total energy is -129885.608 eV. The SMILES is CCOCC.CCOCC.CCOCC.CCOCC.ClCCl.ClCCl.ClCCl.ClCCl.

ORCA input file:
```
! wB97M-V def2-TZVPD RIJCOSX def2/J DEFGRID3
* xyz 0 1
C -3.266 1.293 -3.964
Cl -2.690 -0.236 -4.616
Cl -1.863 2.210 -3.411
H -3.698 1.849 -4.784
H -4.012 1.090 -3.185
C -5.638 1.758 -0.102
Cl -6.412 1.434 -1.721
Cl -4.097 2.585 -0.309
H -6.335 2.445 0.338
H -5.466 0.782 0.490
C 4.389 -1.079 1.024
Cl 4.940 0.209 2.126
Cl 4.085 -2.565 1.827
H 3.476 -0.717 0.488
H 5.180 -1.125 0.272
C -3.020 -1.422 2.496
Cl -4.795 -1.196 2.415
Cl -2.420 -2.886 1.813
H -2.558 -0.582 1.969
H -2.929 -1.440 3.594
C 0.794 -0.101 2.340
C 0.502 0.133 0.845
O -0.872 -0.051 0.565
C -1.171 -0.199 -0.805
C -2.603 -0.800 -1.025
H 0.498 -1.080 2.761
H 1.870 0.043 2.503
H 0.293 0.671 2.862
H 0.882 1.101 0.488
H 1.041 -0.672 0.305
H -1.079 0.752 -1.292
H -0.445 -0.886 -1.349
H -2.590 -1.768 -0.538
H -2.797 -0.838 -2.095
H -3.350 -0.211 -0.565
C 2.989 -1.642 -2.738
C 2.671 -0.181 -2.724
O 3.737 0.421 -1.906
C 3.653 1.843 -1.883
C 4.845 2.404 -1.067
H 3.970 -1.704 -3.161
H 2.910 -2.012 -1.701
H 2.248 -2.128 -3.379
H 2.622 0.308 -3.750
H 1.722 -0.040 -2.190
H 3.700 2.224 -2.944
H 2.740 2.177 -1.433
H 5.804 2.078 -1.557
H 4.790 2.076 -0.021
H 4.928 3.523 -1.174
C 0.593 -5.891 2.726
C 1.033 -4.887 1.689
O 0.020 -4.785 0.726
C 0.307 -3.948 -0.306
C -0.752 -4.040 -1.342
H 0.195 -6.847 2.328
H 1.473 -6.151 3.317
H -0.089 -5.414 3.440
H 1.214 -3.867 2.130
H 1.927 -5.142 1.171
H 0.406 -2.891 0.007
H 1.284 -4.128 -0.805
H -0.647 -3.455 -2.227
H -1.773 -3.864 -1.005
H -0.779 -5.115 -1.678
C -0.676 3.908 3.435
C 0.061 3.398 2.223
O 0.032 4.393 1.201
C -1.177 4.267 0.433
C -1.158 5.069 -0.824
H -0.256 4.878 3.677
H -1.729 4.065 3.282
H -0.654 3.247 4.324
H 1.090 3.260 2.439
H -0.370 2.486 1.826
H -1.228 3.244 0.218
H -2.032 4.620 1.023
H -0.528 4.591 -1.629
H -0.804 6.079 -0.611
H -2.158 5.075 -1.319
*
```

Here are the Löwdin charges for atoms 1 to 5, given in e: -1.009, 0.530, 0.534, 0.022, -0.019

---

Entry 3:
The following is a DFT calculation (ωB97M-V with the def2-TZVPD basis set) of 3 unconnected molecules or ions with the total composition C20H48NO12P3 in a non-equilibrium geometry.

The SMILES is CCOCCCCCOC(=O)N[PH2]=O.CCOP(=O)(OCC)OCC.CCOP(=O)(OCC)OCC. For the energy relative to the best compared isomer or geometry (same formula, charge and spin), the calculation gives 5.907 eV.

ORCA input file:
```
! wB97M-V def2-TZVPD RIJCOSX def2/J DEFGRID3
* xyz 0 1
C -1.707 -1.301 3.016
C -1.832 -1.371 1.400
O -2.942 -2.237 1.087
C -4.005 -1.568 0.389
C -5.352 -1.427 1.278
C -6.090 -2.835 1.457
C -6.724 -3.071 2.918
C -8.333 -3.101 2.894
O -8.936 -1.941 2.259
C -8.769 -0.773 3.019
O -8.288 -0.704 4.156
N -9.267 0.500 2.408
P -8.540 0.648 0.808
O -9.366 1.550 -0.145
H -2.605 -1.857 3.443
H -1.673 -0.218 3.374
H -0.780 -1.893 3.314
H -0.860 -1.793 0.979
H -1.926 -0.304 1.024
H -3.726 -0.581 -0.096
H -4.310 -2.266 -0.478
H -5.145 -0.874 2.253
H -6.053 -0.774 0.640
H -5.305 -3.647 1.247
H -6.888 -2.952 0.658
H -6.320 -2.295 3.662
H -6.369 -4.081 3.309
H -8.604 -3.999 2.229
H -8.794 -3.324 3.910
H -10.294 0.384 2.279
H -7.216 1.198 1.017
H -8.384 -0.606 0.126
O 0.696 -2.784 -0.881
P 1.161 -3.158 -2.293
O 2.352 -4.212 -1.824
C 1.958 -5.506 -1.384
C 1.583 -6.396 -2.556
O 2.069 -1.784 -2.496
C 1.694 -0.553 -1.885
C 2.555 -0.305 -0.661
O 1.499 -3.556 -3.920
C 2.586 -3.034 -4.681
C 3.959 -3.431 -4.179
H 1.128 -5.428 -0.674
H 2.808 -5.939 -0.853
H 0.682 -6.027 -3.054
H 1.394 -7.418 -2.220
H 2.380 -6.411 -3.302
H 0.630 -0.535 -1.641
H 1.867 0.242 -2.616
H 2.502 -1.136 0.045
H 2.248 0.609 -0.147
H 3.605 -0.208 -0.949
H 2.493 -1.951 -4.790
H 2.463 -3.444 -5.689
H 4.190 -2.968 -3.219
H 4.727 -3.117 -4.891
H 4.028 -4.513 -4.046
O 3.089 5.045 -1.278
P 4.518 5.375 -0.831
O 4.882 3.869 -0.240
C 5.187 2.845 -1.177
C 6.592 3.006 -1.730
O 4.043 6.128 0.571
C 2.808 6.833 0.650
C 1.782 5.987 1.381
O 6.119 5.860 -0.483
C 6.601 6.229 0.807
C 6.596 5.110 1.829
H 4.449 2.839 -1.985
H 5.109 1.891 -0.650
H 6.673 3.915 -2.333
H 6.860 2.153 -2.358
H 7.320 3.091 -0.920
H 2.454 7.133 -0.338
H 2.990 7.751 1.216
H 1.657 5.009 0.911
H 0.811 6.488 1.407
H 2.107 5.801 2.408
H 6.075 7.113 1.174
H 7.638 6.543 0.656
H 5.582 4.818 2.106
H 7.109 5.428 2.740
H 7.097 4.222 1.438
*
```

Here are the Löwdin charges for atoms 1 to 5, given in e: -0.078, -0.245, -0.189, -0.220, -0.171